[1]
This record from the OMol25 dataset describes 2 unconnected molecules or ions with the total composition C3H4ClFO in a non-equilibrium geometry. The level of theory is ωB97M-V/def2-TZVPD.

Values from the calculation:
Max |F| in eV/Å: 3.94
Kohn-Sham gap in eV: 10.47
E_LUMO in eV: 0.791
Structure (SMILES): C=C1O[C@H]1Cl.F
Energy above the lowest of the compared OMol25 structures with the same formula, charge and spin in kcal/mol: 50.47

```
! wB97M-V def2-TZVPD RIJCOSX def2/J DEFGRID3
* xyz 0 1
C -1.633 0.107 -0.157
C -0.410 0.415 0.087
O 0.473 0.571 1.087
C 0.812 0.993 -0.217
Cl 2.278 0.234 -0.885
H -2.092 0.401 -1.145
H -2.341 -0.191 0.720
H 0.960 2.059 -0.475
F 0.605 -2.070 0.313
H 1.348 -2.520 0.672
*
```

Atom charges from the Mulliken analysis, given in e for atoms 1 to 2: atom 1 (C): -0.723, atom 2 (C): 0.480

=====

[2]
This record from the OMol25 dataset describes a molecular structure, C7H15N6O2PdS2Si. The level of theory is ωB97M-V/def2-TZVPD.

Values from the calculation:
Max |F| in eV/Å: 0.75
Kohn-Sham gap in eV: 6.92
E_LUMO in eV: 2.541
Energy above the lowest of the compared OMol25 structures with the same formula, charge and spin in kcal/mol: 27.63

```
! wB97M-V def2-TZVPD RIJCOSX def2/J DEFGRID3
* xyz -1 1
Pd -0.906 0.556 -0.411
C 4.770 1.331 0.519
C 3.713 1.000 1.504
N 3.900 0.745 2.757
N 2.640 0.495 3.238
C 1.664 0.576 2.309
S 0.034 0.389 2.485
N 2.380 0.912 1.178
N 1.781 1.029 -0.052
H 5.716 1.438 1.042
H 4.532 2.261 0.001
H 4.865 0.546 -0.231
H 2.492 0.283 4.207
H 2.230 0.508 -0.789
H 1.544 1.982 -0.301
S 0.372 -0.713 -4.867
C 0.229 -0.193 -3.339
N 0.168 0.182 -2.230
C -2.561 -1.795 -2.313
Si -2.328 -1.129 -0.567
C -1.635 -2.524 0.510
C -3.991 -0.559 0.120
H -3.331 -2.573 -2.328
H -1.637 -2.225 -2.700
H -2.865 -1.004 -3.001
H -2.329 -3.371 0.516
H -1.483 -2.193 1.538
H -0.679 -2.876 0.118
H -4.744 -1.348 0.022
H -4.336 0.329 -0.411
H -3.903 -0.295 1.176
O -3.174 2.873 0.045
N -2.084 2.337 0.128
O -1.045 3.028 0.125
*
```

Atom charges from the Mulliken analysis, given in e for atoms 1 to 2: atom 1 (Pd): 0.200, atom 2 (C): -1.192

=====

[3]
This record from the OMol25 dataset describes a molecular structure, C43H55MnN7O3S2SeSi2Te. The level of theory is ωB97M-V/def2-TZVPD.

Values from the calculation:
Max |F| in eV/Å: 0.44
Kohn-Sham gap (spin up / spin down) in eV: 5.09 / 5.28
Expectation value of S²: 8.80
E_LUMO (spin up / spin down) in eV: -5.347 / -6.795
Energy above the lowest of the compared OMol25 structures with the same formula, charge and spin in kcal/mol: 50.22

```
! wB97M-V def2-TZVPD RIJCOSX def2/J DEFGRID3
* xyz 2 6
Mn 0.279 0.024 0.632
N 1.886 -3.776 -0.515
C 1.231 -4.223 -1.694
C 1.036 -5.571 -1.935
C 0.373 -5.963 -3.091
C -0.110 -5.017 -3.984
C 0.070 -3.665 -3.728
C 0.759 -3.275 -2.590
S 1.132 -1.588 -2.241
N 0.999 -1.610 -0.525
C 1.552 -2.609 0.085
C 1.909 -2.426 1.531
C 2.460 -3.417 2.325
C 2.874 -3.074 3.608
C 2.712 -1.775 4.047
C 2.116 -0.854 3.195
N 1.735 -1.173 1.964
H 2.291 -4.497 0.058
H 1.391 -6.313 -1.230
H 0.226 -7.016 -3.287
H -0.629 -5.331 -4.878
H -0.307 -2.918 -4.416
H 2.573 -4.440 1.997
H 3.311 -3.826 4.251
H 3.021 -1.472 5.038
H 1.923 0.167 3.506
O -6.213 -4.869 -0.828
C -5.228 -4.238 -1.490
O -5.151 -4.315 -2.686
C -4.261 -3.431 -0.689
C -2.995 -3.236 -1.232
C -2.076 -2.424 -0.602
C -2.385 -1.762 0.597
C -3.672 -1.952 1.127
C -4.583 -2.783 0.499
N -1.472 -0.893 1.183
C -1.569 -0.670 2.512
C -0.925 0.448 3.067
C -1.003 0.786 4.443
C -0.414 1.938 4.881
C 0.277 2.762 3.966
C 0.375 2.348 2.661
N -0.186 1.213 2.211
H -6.091 -4.794 0.126
H -2.749 -3.729 -2.165
H -1.096 -2.309 -1.032
H -3.976 -1.405 2.010
H -5.580 -2.865 0.919
H -2.121 -1.323 3.180
H -1.547 0.137 5.117
H -0.481 2.228 5.921
H 0.735 3.689 4.277
H 0.924 2.917 1.920
C -5.202 -0.456 -2.447
Si -4.192 0.043 -3.930
C -4.757 -0.814 -5.482
C -4.197 1.908 -4.129
C -2.390 -0.522 -3.616
Te -1.396 0.576 -2.130
C -0.570 1.994 -3.438
Si 0.562 1.672 -4.954
C 0.835 3.407 -5.594
C 2.207 0.901 -4.501
C -0.291 0.639 -6.264
H -6.208 -0.035 -2.512
H -4.763 -0.116 -1.504
H -5.298 -1.542 -2.397
H -5.805 -0.582 -5.684
H -4.676 -1.899 -5.386
H -4.176 -0.503 -6.352
H -5.229 2.261 -4.190
H -3.686 2.238 -5.036
H -3.743 2.422 -3.276
H -1.784 -0.435 -4.515
H -2.407 -1.560 -3.276
H -0.067 2.695 -2.770
H -1.449 2.514 -3.837
H 1.442 3.994 -4.900
H -0.105 3.939 -5.753
H 1.362 3.380 -6.550
H 2.545 1.212 -3.511
H 2.950 1.236 -5.229
H 2.192 -0.189 -4.538
H -1.320 0.958 -6.448
H -0.297 -0.430 -6.037
H 0.252 0.757 -7.204
C -2.753 3.750 1.112
S -1.262 4.112 0.187
C -2.003 5.126 -1.090
O -0.880 2.816 -0.480
H -3.160 4.674 1.520
H -2.472 3.080 1.923
H -3.472 3.265 0.452
H -2.394 6.038 -0.639
H -2.800 4.567 -1.581
H -1.221 5.382 -1.803
C 4.320 1.778 1.981
N 4.333 0.662 1.051
C 3.521 0.492 -0.005
Se 2.062 1.570 -0.475
N 3.903 -0.631 -0.637
C 4.960 -1.228 0.035
C 5.679 -2.393 -0.196
C 6.677 -2.692 0.715
C 6.949 -1.861 1.809
C 6.236 -0.697 2.032
C 5.233 -0.400 1.118
H 3.608 2.516 1.624
H 5.315 2.219 2.024
H 4.030 1.437 2.974
H 3.470 -0.938 -1.498
H 5.481 -3.027 -1.050
H 7.271 -3.584 0.573
H 7.744 -2.133 2.490
H 6.456 -0.051 2.871
*
```

Atom charges from the Mulliken analysis, given in e for atoms 1 to 2: atom 1 (Mn): 0.819, atom 2 (N): 0.218

=====

[4]
This record from the OMol25 dataset describes a molecular structure, C3H2O3Tb in a non-equilibrium geometry. The level of theory is ωB97M-V/def2-TZVPD.

Values from the calculation:
Max |F| in eV/Å: 6.17
Kohn-Sham gap (spin up / spin down) in eV: 6.12 / 5.35
Expectation value of S²: 13.04
E_LUMO (spin up / spin down) in eV: -6.490 / -6.388
Energy above the lowest of the compared OMol25 structures with the same formula, charge and spin in kcal/mol: 173.46

```
! wB97M-V def2-TZVPD RIJCOSX def2/J DEFGRID3
* xyz 1 7
H 1.215 0.916 1.475
O 0.137 1.741 -0.095
C 0.788 0.678 0.483
C 0.072 -0.579 0.354
C 0.028 -1.688 -1.221
O -1.224 -0.430 0.767
O -0.579 -1.427 -2.177
Tb -1.934 1.329 -0.227
H 1.497 -0.540 0.641
*
```

Atom charges from the Mulliken analysis, given in e for atoms 1 to 2: atom 1 (H): 0.317, atom 2 (O): -0.771

=====

Q: What is the max |F| in the second record?
A: 0.75 eV/Å

=====

Q: What is the energy above the lowest of the compared OMol25 structures with the same formula, charge and spin in the first record?
A: 50.47 kcal/mol

=====

Q: Among the records above, which one has the highest energy above the lowest of the compared OMol25 structures with the same formula, charge and spin?
A: C3H2O3Tb